Entry from OMol25: a single C7H13NO molecule at a distorted geometry (ωB97M-V/def2-TZVPD).

XYZ file:
```
22
Properties=species:S:1:pos:R:3:forces:R:3
O -0.1337 1.5371 1.9706 -0.41 -0.10 0.08
C -0.1120 0.6303 0.8709 -0.21 0.02 -0.92
C 0.1862 1.4049 -0.4469 -1.10 0.03 0.05
C 0.3187 0.3940 -1.6016 -0.57 0.14 -0.46
N 0.0227 -0.9655 -1.1702 0.55 -0.31 -0.12
C 1.1054 -1.2920 -0.2067 -0.64 0.13 -0.07
C 1.0117 -0.3755 1.0351 0.25 -0.26 0.41
C -1.3314 -1.0637 -0.5790 0.45 0.71 -0.31
C -1.4517 -0.1661 0.6873 0.12 0.43 0.72
H 0.6323 2.1375 1.9250 -0.41 -0.50 -0.17
H -0.6408 2.0867 -0.7444 0.51 -0.10 0.78
H 1.1087 1.9742 -0.2861 -0.13 0.06 -0.15
H 1.3221 0.4514 -1.9843 0.54 -0.36 -0.23
H -0.3161 0.6484 -2.4648 -0.07 0.00 0.42
H 2.0586 -1.1189 -0.7124 -0.16 -0.21 -0.09
H 1.0581 -2.3442 0.0831 -0.09 0.06 -0.10
H 0.8391 -0.9893 1.9200 -0.08 0.16 0.16
H 1.9281 0.1949 1.2185 0.12 -0.17 -0.11
H -1.5174 -2.0939 -0.3199 0.08 -0.42 0.09
H -2.1051 -0.8064 -1.3464 0.81 -0.01 0.49
H -1.7197 -0.7933 1.5707 0.53 0.54 -0.41
H -2.2639 0.5493 0.5814 -0.08 0.15 -0.04
```
Forces are in eV/Å.

The calculation puts the orbital gap at 9.53 eV. The calculation puts the LUMO energy at 0.99 eV. The energy relative to the best compared isomer or geometry (same formula, charge and spin) is 17.3 kcal/mol. The calculation puts the energy at -404.49994 hartree.


Entry from OMol25: C7H13NO as an isolated structure at a distorted geometry (ωB97M-V/def2-TZVPD).

XYZ file:
```
22
Properties=species:S:1:pos:R:3:forces:R:3
C 0.8807 -0.8896 -1.2509 -0.56 0.28 0.61
C 0.7626 2.6876 -0.4102 0.80 -0.32 -0.33
C -2.3512 0.2346 0.3039 0.10 -0.24 -0.15
C -0.7145 -2.1477 0.4244 0.48 0.33 0.40
C 1.2114 -0.1175 -0.0491 1.20 4.10 -0.31
C -0.3727 -0.9238 -0.3870 -4.15 0.91 -1.70
C 2.1055 -0.1897 0.9332 -0.13 -0.10 -0.03
O 0.2853 1.4086 -0.0975 1.53 -2.07 1.33
N -1.2350 0.0948 -0.6102 0.82 -3.27 -0.09
H 1.4060 -1.8373 -1.3558 -0.04 0.09 0.14
H 0.7571 -0.3361 -2.1789 0.06 0.04 0.21
H 0.2505 3.4347 0.2093 0.20 -0.17 0.07
H 0.5326 2.9044 -1.4625 0.14 0.08 0.03
H 1.8478 2.7388 -0.2646 -0.08 0.32 0.02
H -2.8403 1.1903 0.1173 -0.01 -0.07 -0.03
H -2.0540 0.2052 1.3568 0.05 -0.06 -0.01
H -3.0670 -0.5761 0.1256 -0.11 0.07 0.09
H -1.0268 -1.8880 1.4370 -0.03 -0.05 -0.02
H 0.1611 -2.7930 0.5030 -0.04 -0.04 0.05
H -1.5228 -2.7108 -0.0522 0.08 0.14 -0.03
H 1.9973 0.3264 1.8773 -0.08 0.26 -0.19
H 2.9863 -0.8157 0.8313 -0.22 -0.24 -0.05
```
Forces are in eV/Å.

The calculation puts the orbital gap (alpha / beta) at 8.10 / 8.10 eV. The calculation puts the LUMO energy (alpha / beta) at 0.24 / 0.24 eV. The energy relative to the best compared isomer or geometry (same formula, charge and spin) is 142.3 kcal/mol. The calculation puts the energy at -404.30061 hartree.


Entry from OMol25: C7H13NO as an isolated structure at a distorted geometry (ωB97M-V/def2-TZVPD).

XYZ file:
```
22
Properties=species:S:1:pos:R:3:forces:R:3
C 2.5986 0.5191 -0.5620 -0.49 0.14 0.51
C 0.5300 -0.5912 0.2913 -4.36 5.54 -0.12
C 0.8718 -1.9058 0.7259 -3.17 -1.81 0.08
C -0.5690 -1.6799 -0.0287 3.29 -1.50 2.94
C -1.6975 0.0507 -0.6216 0.83 4.53 -3.46
C -0.7103 0.4405 0.4297 2.01 2.22 0.26
C -0.7330 2.0181 0.3760 -1.25 -0.38 4.02
H 2.5275 1.8464 -0.4719 0.73 -4.20 -0.39
H 3.1945 0.0225 -1.7572 -1.13 1.84 4.34
H 2.9450 -0.0014 0.8306 -0.41 1.53 -4.48
H 0.7373 -2.6050 1.5761 0.19 1.43 -0.18
H 1.6560 -2.1004 0.1523 3.67 -1.56 -2.23
H -1.1099 -1.7272 0.9950 -0.17 0.30 -2.08
H -2.1352 -1.8311 -1.0737 0.52 0.31 -1.17
H -1.4668 1.0377 -1.3541 -1.48 -3.16 0.50
H -2.7058 0.2212 -0.2056 0.10 -0.76 -0.59
H -1.3128 0.3964 1.2350 -0.74 -1.42 3.84
H -0.4559 2.4606 -0.5664 -0.27 0.23 -0.30
H -0.0953 2.4871 1.2531 -1.39 -0.80 -1.71
H -2.0162 2.0999 0.7464 3.95 0.82 -1.56
N -1.2938 -1.2342 -1.1869 -1.42 -1.71 1.28
O 1.2407 0.0760 -0.7834 0.98 -1.62 0.51
```
Forces are in eV/Å.

The calculation puts the orbital gap at 8.49 eV. The calculation puts the LUMO energy at 0.62 eV. The energy relative to the best compared isomer or geometry (same formula, charge and spin) is 283.5 kcal/mol. The calculation puts the energy at -404.07575 hartree.


Entry from OMol25: C7H13NO as an isolated structure at a distorted geometry (ωB97M-V/def2-TZVPD).

XYZ file:
```
22
Properties=species:S:1:pos:R:3:forces:R:3
C 1.7043 1.7011 0.0665 -1.70 -0.29 0.48
C 0.8866 -0.6778 0.8654 1.93 0.53 0.78
C -0.5233 -1.2383 1.0592 0.08 1.15 -2.07
C -1.0911 -0.7341 -0.3718 -0.16 -0.30 -0.73
C -2.2479 0.2601 -0.3967 -0.66 -0.06 2.28
C 0.1898 -0.0388 -0.8621 -0.72 -0.31 -0.43
C 1.2473 -1.1286 -0.5815 0.09 0.27 0.79
H 2.1870 1.6087 -0.9077 0.12 -0.30 0.04
H 2.4140 1.6395 0.8772 0.37 0.45 0.14
H 1.1136 2.6491 0.0657 1.03 -0.38 0.10
H 1.6760 -0.6432 1.6705 -1.02 -0.66 -0.55
H -0.4887 -2.2838 1.0174 0.02 -1.63 0.28
H -1.0552 -0.9125 1.9228 -0.41 0.50 0.45
H -1.3012 -1.5469 -1.1414 0.08 0.59 1.28
H -2.4495 0.6606 -1.3759 0.37 0.26 -0.69
H -3.2142 -0.1968 -0.0990 0.52 -0.06 -0.02
H -1.0035 1.3277 0.6392 -0.76 0.17 0.20
H -0.0085 0.5484 -1.7761 0.64 -0.32 0.20
H 2.2584 -0.8263 -0.7914 0.38 0.04 -0.38
H 1.0690 -2.1796 -0.8030 -0.07 0.07 -0.38
N 0.6386 0.6960 0.3572 -0.66 0.77 -0.95
O -2.0014 1.3157 0.5655 0.52 -0.48 -0.83
```
Forces are in eV/Å.

The calculation puts the orbital gap at 9.66 eV. The calculation puts the LUMO energy at 0.96 eV. The energy relative to the best compared isomer or geometry (same formula, charge and spin) is 58.1 kcal/mol. The calculation puts the energy at -404.43490 hartree.